A molecular structure, C64H42Cl4CrN9 in a non-equilibrium geometry, computed with wB97M-V/def2-TZVPD.

Last column: Mulliken spin population.
Element x y z (Å)
1 Cr 0.115 -0.272 -0.021  1.068
2 Cl 3.108 4.134 7.416  0.036
3 Cl -3.532 1.603 -8.358  0.000
4 Cl 8.716 -3.061 -2.300  0.004
5 Cl -4.278 -8.479 2.505  0.000
6 N -1.224 1.224 0.600  0.024
7 N -0.413 -1.258 1.984  -0.016
8 N 1.871 0.060 0.945  -0.057
9 N -1.471 -0.739 -1.059  -0.064
10 N -0.879 -1.989 -0.643  0.016
11 N -2.810 -0.662 -0.697  0.025
12 N 1.177 -0.250 -1.835  -0.047
13 N 1.370 1.374 0.497  0.035
14 N 1.085 2.272 1.551  0.033
15 C -3.463 -1.707 -1.460  -0.015
16 C -2.279 1.679 2.686  -0.058
17 C 3.494 -0.489 -0.948  0.121
18 C -1.387 -1.115 -2.540  -0.101
19 C -4.370 -5.781 2.386  0.000
20 C 0.738 3.699 4.230  0.351
21 C -2.797 2.939 -0.038  0.021
22 C -6.223 2.821 -1.646  -0.001
23 C 3.192 2.786 0.911  0.064
24 C 1.584 4.026 5.247  -0.155
25 C -2.392 1.600 -0.047  -0.004
26 C 6.017 -2.823 -2.382  -0.018
27 C -1.379 -0.555 -5.796  0.012
28 C -2.210 1.966 4.064  0.100
29 C 1.724 0.040 -4.046  0.133
30 C 2.248 2.981 1.834  0.000
31 C -4.006 3.337 -0.568  0.000
32 C 0.666 -0.055 -3.106  0.064
33 C -1.110 -2.408 2.265  0.043
34 C 6.015 -0.491 -0.884  0.076
35 C 0.249 2.313 3.988  -0.010
36 C 2.716 1.727 -0.014  0.034
37 C 7.212 -1.105 -1.188  -0.027
38 C -3.828 -4.532 2.124  0.001
39 C 4.779 -1.040 -1.275  -0.035
40 C -2.267 -6.813 1.823  0.000
41 C -3.244 0.674 -0.688  0.029
42 C -1.837 -3.151 1.301  0.002
43 C 2.535 -0.376 -1.988  0.125
44 C -0.012 -0.775 3.175  0.001
45 C -1.059 2.224 4.719  0.032
46 C -4.458 1.087 -1.215  -0.006
47 C -1.335 0.251 -4.660  0.026
48 C 0.911 0.390 3.156  0.137
49 C -2.682 1.086 -6.937  0.000
50 C 4.830 -2.209 -2.061  0.045
51 C -1.158 1.534 1.915  0.082
52 C 0.201 1.694 2.549  -0.052
53 C 4.168 0.089 1.459  0.479
54 C -4.873 2.410 -1.134  0.006
55 C 1.319 1.245 4.371  -0.007
56 C -1.743 -5.563 1.561  0.001
57 C -2.110 -3.158 -2.384  0.007
58 C -2.723 -1.810 -2.817  0.042
59 C 1.489 0.896 5.787  0.403
60 C 2.072 0.005 2.326  0.483
61 C -0.689 -0.199 -3.413  0.263
62 C 1.976 1.868 6.607  -0.126
63 C 3.439 -0.030 2.607  -0.207
64 C -3.590 -6.912 2.222  0.000
65 C -2.660 1.905 -5.822  0.010
66 C -0.779 -2.456 -2.047  0.047
67 C 2.880 -0.230 -3.359  0.070
68 C 3.236 0.258 0.301  0.017
69 C 7.210 -2.278 -1.925  0.055
70 C -0.444 -1.579 4.228  0.019
71 C -1.984 1.484 -4.692  0.005
72 C -1.144 -2.625 3.647  0.009
73 C -1.825 -2.851 -0.016  0.013
74 C 2.145 3.220 6.261  0.333
75 C -2.867 -3.105 -1.049  -0.004
76 C -2.514 -4.411 1.699  0.005
77 C -1.090 2.465 6.192  0.029
78 C -2.042 -0.142 -6.937  0.003
79 H 1.601 0.195 -5.102  0.008
80 H 1.269 -0.088 6.162  -0.001
81 H 6.043 0.459 -0.376  0.010
82 H -6.854 1.949 -1.806  0.000
83 H 2.727 1.975 -1.078  0.010
84 H 1.842 5.077 5.329  0.003
85 H 0.183 -2.861 -2.346  -0.003
86 H -0.286 -1.410 5.275  -0.002
87 H 3.899 -2.645 -2.389  -0.004
88 H -1.968 2.106 -3.810  -0.010
89 H -3.589 -3.882 -0.819  -0.001
90 H 8.148 -0.673 -0.864  -0.002
91 H -0.716 -5.470 1.240  0.000
92 H -4.291 4.379 -0.529  0.000
93 H 2.274 1.708 4.079  -0.019
94 H 3.876 -0.291 -3.758  0.012
95 H -4.546 -1.633 -1.446  0.000
96 H -2.070 -0.766 -7.818  0.000
97 H -1.664 -7.701 1.708  0.000
98 H -0.562 1.654 6.697  -0.012
99 H 2.243 1.607 7.624  -0.004
100 H -3.248 1.540 2.232  -0.005
101 H -2.121 2.493 6.540  -0.001
102 H -0.881 -1.514 -5.784  0.002
103 H -0.603 3.396 6.473  -0.005
104 H -5.397 -5.876 2.704  0.000
105 H -5.116 0.365 -1.676  0.000
106 H -3.247 -1.619 -3.747  -0.008
107 H -6.717 3.483 -0.936  0.000
108 H 0.311 4.482 3.619  0.004
109 H 6.026 -3.735 -2.959  0.001
110 H 3.845 -0.142 3.596  0.012
111 H -6.130 3.359 -2.591  0.001
112 H 4.154 3.249 0.846  0.011
113 H -3.142 1.967 4.614  0.003
114 H -3.174 2.855 -5.831  0.000
115 H 2.256 3.667 2.660  -0.018
116 H -2.150 3.659 0.441  -0.001
117 H -4.435 -3.649 2.243  0.000
118 H -2.107 -4.065 -2.982  0.001
119 H 5.234 0.051 1.408  -0.008
120 H -1.633 -3.453 4.129  0.000

multiplicity = 5
charge = -1
LUMO (spin up / spin down) = 2.2 / 0.7 eV
Kohn-Sham gap (spin up / spin down) = 4.59 / 4.08 eV